The following is a DFT calculation (ωB97M-V with the def2-TZVPD basis set) of a cluster of 2 separate species, C7H17NO3S in total at a distorted geometry.

Lowest unoccupied orbital energy in eV: 0.65
Gap between HOMO and LUMO in eV: 9.9
Energy above the lowest of the compared OMol25 structures with the same formula, charge and spin in eV: 3.2956
HOMO level in eV: -9.287
Structure (SMILES): CCC1(CC)OS1(=O)=O.CNC

Structure (ORCA input):
```
! wB97M-V def2-TZVPD RIJCOSX def2/J DEFGRID3
* xyz 0 1
C -0.07 -2.44 1.35
C 0.75 -0.35 -2.66
C -1.63 1.63 -0.27
C -0.26 2.14 1.78
C 0.68 -1.12 1.28
C 0.34 -0.89 -1.34
C 1.08 -0.53 -0.09
N -0.36 1.49 0.40
O 2.65 1.24 1.28
O 2.50 1.45 -1.12
O 2.65 -0.86 -0.15
S 2.24 0.67 0.02
H -0.60 -2.60 2.32
H 0.57 -3.25 1.34
H -0.78 -2.62 0.53
H 0.64 0.64 -2.95
H 0.45 -1.02 -3.45
H 1.78 -0.55 -2.64
H -1.93 2.70 -0.47
H -1.55 1.07 -1.37
H -2.34 1.08 0.33
H 0.58 2.85 1.86
H -1.08 2.74 2.10
H -0.16 1.34 2.57
H 1.46 -1.17 1.96
H -0.06 -0.31 1.62
H -0.80 -0.61 -1.10
H 0.36 -1.92 -1.44
H 0.41 1.83 -0.13
*
```


The following is a DFT calculation (ωB97M-V with the def2-TZVPD basis set) of a structure of composition H2OS2 at a distorted geometry.

Lowest unoccupied orbital energy (spin up / spin down) in eV: -1.97 / -1.99
Gap between HOMO and LUMO (spin up / spin down) in eV: 7.5 / 7.5
Energy above the lowest of the compared OMol25 structures with the same formula, charge and spin in eV: 1.7680
HOMO level (spin up / spin down) in eV: -9.448 / -9.472

Structure (ORCA input):
```
! wB97M-V def2-TZVPD RIJCOSX def2/J DEFGRID3
* xyz 0 1
O -1.49 -0.94 -0.75
S 1.88 -0.76 -0.31
S -0.58 -1.60 0.44
H -1.62 0.02 -0.90
H 2.15 0.47 0.18
*
```


The following is a DFT calculation (ωB97M-V with the def2-TZVPD basis set) of a structure of composition C29H42BrCl2NORuS3Si2Te.

Lowest unoccupied orbital energy (spin up / spin down) in eV: -3.30 / -3.07
Gap between HOMO and LUMO (spin up / spin down) in eV: 6.8 / 7.0
Energy above the lowest of the compared OMol25 structures with the same formula, charge and spin in eV: 0.3817
HOMO level (spin up / spin down) in eV: -10.119 / -10.109

Structure (ORCA input):
```
! wB97M-V def2-TZVPD RIJCOSX def2/J DEFGRID3
* xyz 1 2
Ru -0.43 -0.17 1.15
C -1.07 -1.91 4.71
C -0.42 -0.55 4.91
S -0.61 0.68 3.60
C -2.40 0.99 3.58
C -3.27 -0.07 2.94
S -2.71 -0.55 1.26
C -2.92 -2.36 1.27
C -2.37 -3.10 2.48
S -0.72 -2.57 3.05
H -2.14 -1.87 4.87
H -0.66 -2.61 5.45
H 0.66 -0.65 5.02
H -0.79 -0.09 5.84
H -2.48 1.94 3.05
H -2.74 1.17 4.60
H -4.29 0.32 2.82
H -3.34 -0.97 3.55
H -2.39 -2.65 0.36
H -3.97 -2.59 1.13
H -2.32 -4.16 2.23
H -3.05 -3.01 3.33
Cl 1.25 4.76 0.50
C 2.18 3.31 0.59
C 3.55 3.36 0.27
C 4.32 2.25 0.34
Cl 6.01 2.35 -0.02
C 3.76 1.00 0.71
C 4.48 -0.20 0.84
C 3.84 -1.33 1.24
C 2.46 -1.30 1.43
N 1.74 -0.21 1.30
C 2.38 0.96 0.98
C 1.56 2.14 0.99
O 0.30 2.06 1.37
H 3.98 4.31 -0.02
H 5.55 -0.20 0.64
H 4.37 -2.27 1.37
H 1.93 -2.20 1.71
C -1.02 1.09 -4.55
Si -2.65 1.38 -3.66
C -2.95 3.22 -3.48
C -4.06 0.56 -4.57
C -2.56 0.61 -1.93
Te -1.07 1.54 -0.69
C -2.63 2.70 0.20
Si -2.52 4.41 1.04
C -4.33 4.72 1.43
C -1.95 5.66 -0.24
C -1.56 4.45 2.65
H -0.98 1.69 -5.46
H -0.91 0.04 -4.84
H -0.16 1.37 -3.94
H -3.04 3.69 -4.46
H -2.13 3.72 -2.96
H -3.88 3.43 -2.93
H -4.13 0.92 -5.60
H -5.01 0.75 -4.08
H -3.91 -0.52 -4.62
H -2.32 -0.45 -2.00
H -3.51 0.71 -1.41
H -3.20 2.02 0.83
H -3.26 2.87 -0.67
H -4.96 4.73 0.54
H -4.44 5.69 1.92
H -4.73 3.97 2.12
H -2.81 6.11 -0.73
H -1.32 5.21 -1.01
H -1.37 6.46 0.22
H -2.25 4.33 3.49
H -1.08 5.42 2.76
H -0.78 3.69 2.70
Br 0.66 -4.85 -3.70
C 0.38 -3.51 -2.40
C 0.32 -3.84 -1.06
C 0.10 -2.85 -0.11
C -0.11 -1.49 -0.43
C 0.02 -1.22 -1.80
C 0.26 -2.19 -2.77
H 0.45 -4.87 -0.74
H 0.10 -3.19 0.91
H 0.01 -0.20 -2.18
H 0.36 -1.90 -3.81
*
```


The following is a DFT calculation (ωB97M-V with the def2-TZVPD basis set) of an isolated molecule of C6H9NS at a distorted geometry.

Lowest unoccupied orbital energy in eV: 0.73
Gap between HOMO and LUMO in eV: 9.6
Energy above the lowest of the compared OMol25 structures with the same formula, charge and spin in eV: 5.6030
HOMO level in eV: -8.839
Structure (SMILES): C#C[C@@]1(CS)N[C@@H]1C

Structure (ORCA input):
```
! wB97M-V def2-TZVPD RIJCOSX def2/J DEFGRID3
* xyz 0 1
C -0.72 -1.93 0.74
C -1.00 -0.73 0.08
C -0.11 0.57 -0.07
C 1.21 0.60 0.73
C -0.18 1.21 -1.32
C -0.29 1.95 -2.32
H -0.22 -1.88 1.72
H -1.72 -2.40 1.09
H -0.19 -2.68 0.03
H -1.55 -0.87 -0.87
H -1.25 0.75 1.57
H 1.02 0.04 1.52
H 1.34 1.64 0.91
H 2.93 0.45 -1.20
H -0.28 3.01 -3.00
N -1.40 0.66 0.47
S 2.41 -0.39 -0.06
*
```


The following is a DFT calculation (ωB97M-V with the def2-TZVPD basis set) of a structure of composition C36H66Cr2F6N6O43 at a distorted geometry.

Lowest unoccupied orbital energy (spin up / spin down) in eV: 3.27 / 3.27
Gap between HOMO and LUMO (spin up / spin down) in eV: 6.8 / 7.1
HOMO level (spin up / spin down) in eV: -3.549 / -3.832

Structure (ORCA input):
```
! wB97M-V def2-TZVPD RIJCOSX def2/J DEFGRID3
* xyz -2 9
Cr 0.87 -0.75 2.57
Cr 2.14 1.74 -1.12
N -1.67 -0.92 4.65
O -1.29 -2.00 5.11
O -1.03 -0.50 3.69
O -2.56 -0.32 5.10
N 1.36 2.48 2.02
O 1.56 2.52 0.80
O 1.73 3.39 2.75
O 0.97 1.45 2.49
N 1.42 -3.93 3.30
O 1.33 -2.73 3.15
O 0.79 -4.44 4.21
O 2.13 -4.66 2.60
N -0.16 -0.71 -0.62
O -0.30 -0.97 0.59
O 0.56 0.24 -0.82
O -0.86 -1.26 -1.46
N 4.05 4.36 -1.21
O 3.58 3.27 -1.58
O 4.08 4.57 0.02
O 4.35 5.20 -2.01
N 3.74 -0.21 0.77
O 3.75 0.62 -0.12
O 2.67 -0.48 1.31
O 4.78 -0.69 1.15
C -3.75 2.28 -1.81
C -2.24 2.10 -1.97
O -1.57 3.09 -2.86
C -0.26 3.29 -2.82
O 0.55 2.88 -2.03
O 0.07 4.08 -3.88
C 1.36 4.57 -4.04
H -4.20 2.06 -0.85
H -4.26 1.70 -2.58
H -3.91 3.34 -2.02
H -1.93 1.10 -2.30
H -1.73 2.09 -1.01
H 1.58 5.11 -4.96
H 2.06 3.74 -4.01
H 1.66 5.18 -3.18
C -0.45 0.07 -5.25
C 0.61 -0.73 -4.36
O 1.89 -0.40 -4.79
C 2.70 0.44 -4.12
O 2.41 1.19 -3.17
O 3.93 0.39 -4.64
C 4.89 1.36 -4.27
H -0.28 1.09 -4.92
H -1.45 -0.15 -4.86
H -0.53 -0.11 -6.32
H 0.40 -1.80 -4.27
H 0.50 -0.42 -3.32
H 5.07 1.35 -3.20
H 4.61 2.39 -4.51
H 5.84 1.09 -4.72
C -2.62 5.15 0.43
C -1.15 5.37 0.65
O -0.48 6.03 -0.44
C 0.74 6.51 -0.10
O 1.44 6.32 0.91
O 1.13 7.40 -1.05
C 2.47 7.96 -1.01
H -3.16 4.53 1.14
H -2.76 4.95 -0.63
H -3.20 6.06 0.54
H -0.65 4.46 0.97
H -1.04 6.16 1.40
H 2.97 7.79 -0.06
H 2.60 8.99 -1.32
H 3.08 7.33 -1.67
C 5.17 -1.07 4.97
C 3.92 -1.54 5.72
O 3.25 -0.43 6.27
C 2.20 0.05 5.59
O 1.72 -0.35 4.52
O 1.66 1.05 6.38
C 0.61 1.80 5.90
H 5.89 -1.85 4.73
H 5.69 -0.31 5.55
H 4.84 -0.53 4.09
H 4.30 -2.07 6.59
H 3.31 -2.19 5.10
H 0.94 2.42 5.06
H 0.13 2.35 6.71
H -0.08 1.13 5.38
C -5.89 -6.70 4.08
C -4.44 -6.26 4.16
O -4.30 -5.41 3.04
C -3.26 -4.51 3.01
O -2.31 -4.44 3.74
O -3.37 -3.89 1.93
C -2.51 -2.82 1.59
H -6.18 -7.10 3.10
H -6.59 -5.98 4.47
H -6.08 -7.64 4.60
H -3.73 -7.07 3.99
H -4.34 -5.80 5.15
H -3.00 -1.88 1.83
H -2.36 -2.71 0.51
H -1.50 -2.79 1.98
C -1.56 3.74 3.91
C -2.69 4.78 4.02
O -2.48 5.47 5.19
C -3.29 6.47 5.59
O -4.11 7.04 4.87
O -2.85 6.91 6.82
C -3.51 8.04 7.41
H -0.64 4.27 3.67
H -1.77 3.09 3.06
H -1.44 3.25 4.88
H -3.65 4.28 4.16
H -2.83 5.39 3.13
H -3.20 8.82 6.72
H -3.19 8.23 8.44
H -4.60 8.03 7.41
C 6.56 -1.70 -2.89
C 5.57 -2.71 -2.38
O 4.30 -2.06 -2.31
C 3.24 -2.64 -1.72
O 2.15 -2.23 -2.00
O 3.49 -3.88 -1.11
C 2.36 -4.67 -0.65
H 6.47 -0.72 -2.42
H 6.38 -1.44 -3.93
H 7.57 -2.10 -2.78
H 5.88 -3.24 -1.47
H 5.42 -3.31 -3.28
H 2.25 -5.53 -1.31
H 1.39 -4.17 -0.71
H 2.57 -4.91 0.39
C -0.96 -4.10 -3.20
C -0.38 -5.52 -3.55
O 0.99 -5.67 -3.96
C 1.55 -5.44 -5.16
O 0.84 -5.16 -6.12
C 3.09 -5.57 -5.23
F 3.30 -6.43 -6.25
F 3.65 -4.47 -5.55
F 3.62 -6.05 -4.12
H -1.96 -4.15 -2.79
H -1.08 -3.45 -4.07
H -0.50 -3.54 -2.38
H -1.07 -6.14 -4.12
H -0.36 -5.95 -2.55
C -6.10 -3.64 -1.74
C -4.69 -3.31 -2.31
O -4.37 -3.78 -3.62
C -4.68 -2.97 -4.72
O -5.31 -1.91 -4.67
C -4.16 -3.45 -6.08
F -4.91 -4.51 -6.54
F -4.18 -2.49 -7.05
F -2.93 -3.88 -5.96
H -6.23 -3.49 -0.66
H -6.26 -4.72 -1.84
H -6.82 -3.13 -2.38
H -3.86 -3.53 -1.64
H -4.68 -2.22 -2.27
*
```


Repeat the second record exactly.
The following is a DFT calculation (ωB97M-V with the def2-TZVPD basis set) of a structure of composition H2OS2 at a distorted geometry.

Lowest unoccupied orbital energy (spin up / spin down) in eV: -1.97 / -1.99
Gap between HOMO and LUMO (spin up / spin down) in eV: 7.5 / 7.5
Energy above the lowest of the compared OMol25 structures with the same formula, charge and spin in eV: 1.7680
HOMO level (spin up / spin down) in eV: -9.448 / -9.472

Structure (ORCA input):
```
! wB97M-V def2-TZVPD RIJCOSX def2/J DEFGRID3
* xyz 0 1
O -1.49 -0.94 -0.75
S 1.88 -0.76 -0.31
S -0.58 -1.60 0.44
H -1.62 0.02 -0.90
H 2.15 0.47 0.18
*
```